A cluster of 5 separate species, C2H13NO6 in total in a non-equilibrium geometry, computed with wB97M-V/def2-TZVPD.

Its expectation value of S² is 0.77. The lowest unoccupied orbital energy (alpha / beta) comes out at -3.39 / -9.24 eV. As for the HOMO energy (alpha / beta): -0.5437 / -0.5431 Eh. The calculation puts the gap between HOMO and LUMO (alpha / beta) at 11.4 / 5.5 eV.

ORCA input file:
```
! wB97M-V def2-TZVPD RIJCOSX def2/J DEFGRID3
* xyz 1 2
H -1.926 -2.744 0.375
H 2.032 2.625 1.003
H -0.006 1.585 -0.741
H 2.736 0.070 -2.064
H 1.844 -1.267 2.186
N -0.616 -1.316 -0.416
H 2.161 0.881 -0.936
O -1.432 0.648 -1.196
H 0.005 -1.347 -1.295
H -0.441 3.121 -0.896
H 1.320 -0.394 1.120
H 1.218 1.429 0.742
H -0.768 -2.298 1.596
H -0.040 -3.283 0.219
C -0.836 -2.533 0.474
O 2.039 1.710 0.968
O 1.009 -1.035 1.704
O 2.136 0.018 -1.310
O -2.471 -0.261 0.445
O 0.277 2.450 -0.623
C -1.484 -0.257 -0.401
H -2.360 -0.669 1.266
*
```

---

A cluster of 2 separate species, C2H7N in total in a non-equilibrium geometry, computed with wB97M-V/def2-TZVPD.

Its energy relative to the best compared isomer or geometry (same formula, charge and spin) is 330.5 kJ/mol. The lowest unoccupied orbital energy comes out at 0.16 eV. As for the HOMO energy: -0.3389 Eh. The calculation puts the gap between HOMO and LUMO at 9.4 eV.

ORCA input file:
```
! wB97M-V def2-TZVPD RIJCOSX def2/J DEFGRID3
* xyz 0 1
H -2.944 0.091 -0.307
H -1.523 0.966 0.620
C -1.961 0.043 0.204
H 0.969 -0.266 -0.197
H 2.048 1.086 -0.832
C 1.936 0.234 -0.149
H 2.784 -0.420 -0.306
H -1.989 -1.453 0.352
N -1.209 -0.976 -0.232
H 1.890 0.695 0.846
*
```